(1)
49
Properties=species:S:1:pos:R:3:forces:R:3:lowdin_spin:R:1 method="wB97M-V/def2-TZVPD" e_lumo_ev="-5.37 / -12.84" e_tot_ev=-33272.7067 largest_force_ev_per_a=8.1 spin_multiplicity=2 total_charge=+2 relative_energy_kcal_mol=85.6
O 0.02131 -4.99388 0.06129 0.05 -1.22 0.21 0.00
H -0.00673 -4.06719 -0.02757 0.06 1.91 -0.81 0.00
H -0.19661 -5.04883 0.98710 -0.18 -0.68 0.60 0.00
O -0.03700 1.52942 2.75901 2.68 4.77 2.45 0.14
H -4.44932 -1.78012 -0.95117 -0.24 -1.50 -0.90 0.00
H -0.16548 0.65326 2.72525 -1.21 -5.36 -0.80 0.00
O -4.30824 -1.02327 -0.42424 2.51 -5.22 5.43 0.01
H -4.55009 -0.36784 -0.91999 -2.22 6.50 -4.24 0.00
H 1.55918 0.20799 -2.05262 1.03 -0.06 0.21 0.00
O -1.71592 -3.82050 3.13294 1.72 -0.73 1.69 0.09
H -2.31399 -4.34622 2.64588 -1.35 -0.81 -1.32 0.00
H 1.49133 -3.91795 2.32014 -1.14 -2.22 1.22 0.00
O 2.16384 -0.26202 2.80934 3.01 -2.46 -2.51 0.02
H 3.05973 -0.19255 2.30563 -1.88 1.14 1.44 0.00
H 2.18891 -1.24632 2.56106 -1.23 1.12 1.06 0.00
O 1.50203 3.21693 -4.22757 1.99 0.81 2.01 0.00
H 0.82716 2.99253 -4.82189 -1.30 0.43 -1.65 0.00
H -3.69887 -1.91455 1.52661 2.02 0.54 0.90 0.00
O -0.31088 4.14578 3.55434 -0.32 3.98 2.46 0.22
H -0.54859 3.39799 3.11311 -1.00 -3.76 -2.29 0.00
H -1.18050 4.54318 3.83181 1.25 -0.28 -0.22 0.00
O -4.23689 2.61356 -0.03063 -0.69 1.92 -1.14 0.00
H -1.42122 -4.50804 3.79695 -0.34 1.37 -0.41 0.00
H -4.85801 3.01000 0.57306 -0.55 -0.87 1.96 0.00
O 1.49981 1.71784 -2.02810 0.87 -6.13 -5.01 0.00
H 1.47275 2.14588 -2.91925 0.02 0.88 0.68 0.00
O -2.76556 -1.83229 1.99570 -1.82 -0.31 -2.22 0.52
H 0.58288 -2.57631 -4.77500 -1.49 -0.51 1.13 0.00
H -2.90096 -1.63500 2.91911 -0.30 0.17 1.14 0.00
O -1.25609 3.45194 -2.62668 -2.76 1.18 4.55 0.00
H -2.25070 3.52584 -2.61711 1.81 -0.20 -0.38 0.00
H -0.95998 3.23312 -3.44133 0.96 -0.97 -4.04 0.00
O 2.03091 -0.84050 -1.84914 -3.48 3.01 2.58 0.00
H 1.68257 4.18482 -4.09416 -0.73 -1.40 -0.60 0.00
H 2.33750 -0.67519 -0.87376 -0.70 -0.88 -1.33 0.00
O 2.00639 -3.29040 1.89918 0.10 3.48 -1.09 0.00
H 2.83524 -3.62142 1.62570 1.16 -1.17 0.05 0.00
H 2.88596 -0.85820 -2.18567 2.78 -0.16 -2.00 0.00
O -0.16099 -2.67843 -4.10217 1.64 1.70 -0.80 0.00
H -0.23907 -1.74660 -3.77904 -0.17 -1.18 -0.34 0.00
H 1.34512 2.20947 -1.30962 -0.70 3.54 3.88 0.00
O 2.12357 3.84062 -0.61402 -1.82 -0.01 0.41 0.00
H 1.16586 3.95804 -0.32222 2.06 0.18 -0.09 0.00
H 2.69529 3.75650 0.16188 -0.46 0.23 0.02 0.00
O 3.44333 -1.71962 -0.13236 5.51 -0.07 0.49 0.00
H 4.42166 -2.14302 -0.16774 -2.95 2.00 0.12 0.00
H 0.68900 1.49938 3.48535 -1.36 0.62 -1.67 0.00
H -4.46175 3.39157 -0.60264 1.20 -1.08 -0.83 0.00
H 2.96496 -2.50564 -0.13317 -2.02 -2.22 0.04 0.00

=====

(2)
50
Properties=species:S:1:pos:R:3:forces:R:3:mulliken_charge:R:1 method="wB97M-V/def2-TZVPD" e_lumo_ev=2.40 e_tot_ev=-35343.4309 largest_force_ev_per_a=3.4 total_charge=-1 relative_energy_kcal_mol=92.4
O -0.16447 1.41716 3.10922 -2.17 1.67 1.99 -0.57
H 0.34917 0.78723 3.58926 0.67 -0.48 -1.19 0.23
H -3.10580 -0.52870 -0.38529 0.75 -0.04 0.02 0.22
O 1.16367 -0.90375 -1.62610 -1.22 0.57 1.04 -0.90
H 2.36198 5.49226 1.38437 1.04 -0.28 -0.96 0.31
H -0.14078 -1.57767 0.84980 0.42 -0.82 -0.18 0.19
O 0.03739 1.09228 -3.01794 -0.33 -0.16 0.43 -0.65
H 0.24187 0.41780 -2.31607 0.38 0.40 -0.78 0.41
H -0.34319 0.56380 -3.72482 0.00 0.09 -0.04 0.25
O -5.41561 1.07819 -1.15486 0.21 -1.84 0.88 -0.61
H -4.77927 1.24017 -1.84600 -0.56 1.01 -0.26 0.30
H -6.17531 1.62729 -0.98682 0.32 0.80 -0.73 0.30
O 2.83765 -2.08980 0.18728 1.02 -1.34 0.06 -0.68
H 3.45278 0.77204 -3.01046 -0.19 -0.03 0.09 0.31
O -0.32357 -0.75792 0.41192 0.08 0.66 -1.38 -0.48
H -4.78723 1.19549 1.19812 -0.69 0.37 -0.12 0.39
H 1.86253 1.73875 1.63194 -0.43 0.26 0.53 0.34
O -3.15500 -0.13793 0.48353 -1.20 0.60 1.08 -0.57
H 2.41341 -5.11643 -0.66958 0.33 0.68 0.08 0.32
H -2.29560 0.01611 0.89742 0.46 -0.50 -0.95 0.33
O 0.08523 1.60575 0.37924 1.01 -0.49 0.65 -0.75
H 0.23077 0.52809 0.32641 -1.22 2.16 0.48 0.36
H 2.43267 -1.51859 -0.48804 -0.61 0.47 0.46 0.34
O 1.94422 -4.64353 0.02293 0.05 0.23 1.44 -0.63
H -0.25189 1.70604 2.19484 1.19 -1.23 -0.89 0.31
H 0.63089 -1.65847 -1.89375 0.28 -0.38 -0.24 0.27
O 1.70848 5.22075 0.75059 -2.44 0.18 0.79 -0.63
H 1.80091 4.93190 -0.15239 1.38 0.08 0.18 0.32
H 2.40555 -3.83522 0.36935 -0.19 -0.76 -1.15 0.37
O 2.26090 -1.26937 -5.41886 1.01 -0.06 0.42 -0.65
H 2.08213 -1.10986 -4.47233 -0.56 -0.07 -0.90 0.35
H 4.17021 2.06381 -2.62973 -0.14 -0.19 -0.13 0.30
O 3.90057 1.53285 -3.39002 0.29 0.24 0.09 -0.63
H 0.44518 -5.57119 -0.91164 0.15 0.49 -0.53 0.36
H 2.48136 1.43215 3.11090 -0.60 0.67 -0.12 0.26
O -2.41998 2.61709 4.67128 -0.86 0.35 2.11 -0.62
H -1.72896 3.00545 4.13832 -0.34 -0.94 -1.08 0.30
H 2.86329 -1.80775 1.09884 -0.34 1.03 -0.21 0.29
O -0.20529 -2.36205 2.71860 0.04 1.57 0.04 -0.71
H 0.10217 -1.44793 2.48298 0.06 -1.01 0.32 0.25
H -1.11590 -2.12670 2.94697 -0.06 -0.46 0.02 0.34
O -5.34014 1.88650 1.64139 1.13 -0.69 -0.02 -0.66
H -3.12719 2.04116 4.35136 1.13 0.48 -0.91 0.30
H -0.26887 2.03180 -0.40247 0.06 -0.40 -0.26 0.18
O 2.48563 1.24506 2.17595 1.30 -1.00 -0.65 -0.61
H 1.48668 -1.33542 -5.97377 -0.49 0.13 0.56 0.29
H -4.65847 2.26700 2.21167 -0.36 0.28 0.04 0.27
O 0.65723 -5.57629 -1.86166 -0.48 -0.99 -0.40 -0.67
H 0.17168 -4.86086 -2.27424 -0.06 0.13 0.23 0.29
H 0.40143 -0.65913 -0.69001 0.73 -1.45 -0.01 0.38

=====

(3)
51
Properties=species:S:1:pos:R:3:forces:R:3:mulliken_charge:R:1 method="wB97M-V/def2-TZVPD" e_lumo_ev=-1.14 e_tot_ev=-35358.6916 largest_force_ev_per_a=3.2 relative_energy_kcal_mol=76.6
O 9.35834 -9.00225 20.87799 0.05 -0.14 1.46 -0.69
H 9.34323 -9.11048 19.95120 0.44 -0.06 -1.52 0.43
H 8.44132 -9.19858 21.14160 0.53 0.26 0.17 0.24
O 7.24978 -10.20709 18.96778 2.55 -0.06 -1.86 1.13
H 6.98372 -10.11797 18.03605 -0.22 0.25 0.34 -0.26
H 6.49530 -10.31498 19.47519 -2.42 0.11 1.52 -0.15
O 9.64731 -12.06071 19.20287 0.89 -1.39 -0.68 -0.58
H 8.82966 -11.73997 18.85311 -1.12 1.04 0.09 0.08
H 9.76273 -12.81900 18.59591 0.34 0.30 0.69 0.33
O 6.54575 -9.37522 16.45287 -0.20 -1.14 -1.18 -0.53
H 6.64663 -9.93378 15.65868 -0.18 0.35 0.56 0.14
H 6.06421 -8.59550 16.13035 -0.05 0.37 0.33 0.31
O 7.27635 -7.16399 19.37053 -0.05 1.25 -1.50 -0.67
H 7.14337 -7.11309 20.31081 0.01 -0.67 0.57 0.33
H 7.57210 -8.02925 19.11095 0.39 -0.59 0.74 0.22
O 10.00561 -8.75249 18.11297 -1.26 -0.38 0.46 -0.64
H 10.66905 -8.60848 17.47887 1.81 0.95 -0.99 0.34
H 9.64845 -9.55683 17.71585 -0.48 -0.32 0.47 0.24
O 4.43491 -7.76482 20.54230 -0.10 0.31 0.46 -0.54
H 4.24665 -8.62967 20.17994 -0.10 -0.38 -0.27 0.27
H 3.58762 -7.31296 20.54027 0.03 0.11 -0.06 0.26
O 3.92878 -9.68048 18.32357 1.17 -0.70 0.12 -0.63
H 3.22049 -9.40331 17.76795 -1.01 0.46 -0.53 0.28
H 4.43711 -10.30563 17.75444 -0.44 0.23 0.55 0.33
O 5.12836 -7.15084 17.54534 -0.43 -2.47 -0.55 -0.72
H 6.05826 -7.28583 17.75047 0.59 1.29 0.51 0.30
H 4.87620 -8.09690 17.76714 -0.50 1.65 0.05 0.45
O 6.98513 -8.64119 21.76050 0.53 0.52 -0.22 -0.46
H 7.05653 -8.42200 22.68815 -0.30 -0.18 0.21 0.16
H 6.10650 -8.94653 21.54907 -0.75 0.00 0.58 0.27
O 7.99944 -7.28715 16.20326 0.67 1.34 -0.70 -0.62
H 8.75472 -6.92866 16.67017 0.26 0.88 0.03 0.39
H 7.97166 -8.09838 16.66048 -0.43 -1.76 0.64 0.28
O 4.86068 -11.85883 17.05153 -2.37 0.73 -1.00 -0.57
H 5.67175 -12.30352 17.14962 1.40 -0.86 0.29 0.22
H 4.33937 -12.24697 16.32712 0.44 0.16 0.48 0.28
O 9.25709 -10.87524 16.53493 -0.77 -0.63 2.21 -0.49
H 10.09392 -11.26934 16.38337 1.26 -0.56 -0.34 0.24
H 8.90793 -10.57208 15.73853 -0.59 0.90 -2.23 0.20
O 5.04211 -10.46800 21.78300 0.80 1.33 -0.24 -0.58
H 4.25649 -10.84057 22.09958 -1.95 -0.52 0.79 0.26
H 5.46290 -11.19175 21.32946 0.53 -0.65 -0.23 0.39
O 8.50573 -11.71335 22.21339 0.18 -0.34 0.72 -0.61
H 7.94285 -11.67130 21.43659 0.09 -0.16 -0.07 0.40
H 8.55713 -12.64325 22.48360 -0.08 0.44 -0.32 0.26
O 6.24679 -12.36085 20.49865 0.01 -1.70 0.01 -0.67
H 6.41167 -12.27354 19.54682 0.23 -0.10 0.24 0.29
H 6.31983 -13.31682 20.74057 -0.03 1.31 -0.33 0.22
O 7.04851 -13.05026 18.00305 -0.39 -0.94 -0.13 -0.69
H 6.52623 -13.84932 18.23853 0.64 0.47 -0.52 0.23
H 7.24477 -13.08649 17.05720 0.38 -0.33 0.19 0.31

=====

(4)
65
Properties=species:S:1:pos:R:3:forces:R:3:mulliken_charge:R:1 method="wB97M-V/def2-TZVPD" e_lumo_ev=3.41 e_tot_ev=-77574.6118 largest_force_ev_per_a=5.1 total_charge=-3
In -0.12629 0.15567 -0.41490 -0.22 0.11 1.36 2.17
P -1.45826 3.34222 -0.21249 -3.17 3.92 0.57 0.44
O -0.01769 2.87686 0.07015 0.01 -0.02 -0.42 -0.56
O -1.69017 4.46957 -1.28002 1.41 -1.33 0.03 -0.75
O -2.30887 4.02770 0.95125 2.13 -1.69 0.05 -1.01
O -2.23911 2.13211 -0.72194 0.46 -2.34 -0.29 -0.60
P 1.17904 -2.85646 1.28471 -0.18 -1.89 1.94 0.53
O 2.30278 -3.85720 0.97677 0.25 0.74 -1.99 -1.12
O 1.64839 -1.36491 1.38058 -0.21 0.53 -1.23 -0.52
O 0.81230 -3.38832 2.69799 -1.27 1.07 -0.36 -1.00
O -0.04459 -2.79198 0.26634 1.11 0.62 0.08 -0.75
O -2.39819 -3.69781 0.13976 -2.53 -0.60 -0.33 -0.82
H -2.56616 -3.77075 1.07928 0.24 0.03 0.23 0.32
H -1.48565 -3.41504 0.08036 1.71 0.52 0.32 0.46
O 2.02238 -0.84212 -2.28972 -0.35 0.26 -0.11 -0.37
H 2.43054 -0.36476 -3.01206 0.02 0.32 -0.02 0.15
H 2.45524 -1.69586 -2.29131 0.20 -0.47 0.50 0.18
O -1.62016 -0.01681 2.14521 -0.37 0.03 -0.84 -0.40
H -2.41095 0.33518 2.55385 -0.14 0.24 -0.11 0.21
H -1.01699 -0.16084 2.87436 0.62 -0.59 0.54 0.15
O 4.17708 -2.95194 -0.67762 1.34 0.44 -1.77 -0.72
H 3.57330 -3.32948 -0.03798 -1.46 -0.72 1.21 0.42
H 4.34790 -2.06762 -0.35354 0.02 0.27 0.29 0.33
O 2.60681 1.39597 -0.00555 -0.36 0.35 -0.56 -0.48
H 3.24590 0.89304 0.49930 0.34 -0.89 0.36 0.30
H 2.97265 2.27969 -0.04331 -0.31 0.33 -0.11 0.19
O -4.95222 2.11338 -0.14689 -1.38 -0.06 0.41 -0.67
H -3.99517 2.12116 -0.16212 1.19 0.26 -0.23 0.34
H -5.18675 1.19371 -0.27108 0.03 -0.14 -0.23 0.30
O -1.20768 3.11710 3.39565 0.12 0.01 1.61 -0.64
H -1.90474 3.21860 4.04377 -0.10 -0.06 0.09 0.25
H -1.60629 3.39103 2.56963 -0.63 0.64 -1.64 0.36
O 1.45843 5.06295 -0.30023 1.07 1.33 -0.37 -0.69
H 2.25546 5.03730 0.22920 0.12 0.01 0.17 0.30
H 0.98237 4.26928 -0.05588 -0.88 -1.13 0.08 0.43
O 4.16900 -0.60705 1.20291 1.82 0.95 -0.38 -0.81
H 3.31622 -1.00691 1.37346 -1.84 -0.79 0.08 0.40
H 4.46656 -0.30165 2.05989 0.01 -0.07 0.27 0.27
O -2.97521 1.52676 -3.09134 -0.68 -0.62 -1.91 -0.69
H -2.70115 1.83397 -2.22719 0.36 0.29 1.32 0.45
H -2.73002 2.23501 -3.68672 0.03 0.17 -0.01 0.26
O -0.37981 -3.20185 -4.81071 -0.09 0.11 -1.53 -0.64
H -0.03196 -4.05768 -5.06132 0.01 -0.16 0.04 0.26
H -0.14564 -3.10866 -3.88729 -0.20 0.12 1.36 0.52
O 1.89434 -0.21822 3.58983 1.26 0.73 2.50 -0.91
H 1.82863 -0.75976 2.80330 -0.38 -0.75 -1.30 0.59
H 1.86661 0.68163 3.26465 -0.45 0.36 -0.40 0.35
O -0.32817 -1.49383 4.27247 -1.62 0.77 1.29 -0.77
H 0.48037 -0.98447 4.32774 0.72 0.33 -0.19 0.32
H -0.07291 -2.30170 3.82706 0.59 -1.03 -1.00 0.42
O 0.19765 -3.54912 -2.20918 0.23 -0.77 -2.14 -0.68
H 0.22472 -3.35516 -1.27222 -0.20 0.63 1.87 0.28
H 1.11273 -3.69124 -2.45137 0.34 -0.18 0.26 0.35
O 0.57778 2.08631 -2.81057 0.21 -0.56 -0.20 -0.43
H -0.06260 2.78925 -2.70082 -0.48 0.47 0.45 0.19
H 1.14842 2.38962 -3.51670 0.20 0.06 -0.06 0.16
O -1.01190 -0.89981 -3.10531 0.26 -0.01 0.43 -0.18
H -0.48956 -0.75624 -3.89448 0.25 0.09 -0.04 0.17
H -1.90149 -1.04177 -3.42886 -0.40 0.21 0.19 0.15
O 0.65483 1.72164 2.26043 1.30 -0.80 0.57 -0.37
H 0.01198 2.06175 2.88278 -0.43 0.07 0.24 0.42
H 0.54417 2.26489 1.48013 -0.11 0.54 -0.69 0.11
O -3.07059 -0.83817 -0.29557 -0.08 0.43 -0.59 -0.31
H -3.74157 -0.49395 0.29395 0.15 0.31 0.24 0.11
H -3.08608 -1.78419 -0.15049 0.38 -0.97 0.12 0.29

=====

(5)
54
Properties=species:S:1:pos:R:3:forces:R:3:mulliken_charge:R:1 method="wB97M-V/def2-TZVPD" e_lumo_ev=-0.11 e_tot_ev=-37435.3167 largest_force_ev_per_a=5.7 relative_energy_kcal_mol=165.9
O -2.04221 -4.93053 2.30846 -2.26 2.40 2.43 -0.65
H -1.71485 -4.21750 1.75536 0.49 0.20 -0.77 0.36
H -2.65052 -4.31136 2.91727 1.86 -2.43 -1.81 0.31
O -1.41853 4.52468 -4.11971 1.89 -1.72 -4.99 -0.53
H -2.25369 4.31574 -4.48855 -1.25 -0.03 0.12 0.29
H -1.44739 4.89010 -3.31675 -0.77 1.89 4.77 0.27
O 2.31506 -5.75272 0.34882 2.12 1.06 -1.49 -0.62
H 2.45627 -4.78410 0.31804 -0.51 -0.99 0.31 0.30
H 1.58214 -5.96279 0.87545 -1.66 -0.03 1.20 0.32
O -1.05749 4.00009 -0.72130 2.75 -4.99 0.68 -0.63
H -0.06347 3.68441 -0.71304 -3.10 1.42 -0.09 0.33
H -1.13302 4.88031 -0.91004 0.32 3.58 -0.51 0.29
O 1.47078 0.64297 -1.88228 -2.12 -1.01 -2.45 -0.61
H 1.30322 1.47735 -2.46756 0.14 -2.52 1.23 0.33
H 0.89500 -0.18613 -2.29495 2.31 3.48 1.30 0.33
O -1.52592 5.34173 2.51456 1.63 -3.65 -0.10 -0.65
H -1.36355 4.29316 2.51673 -0.42 3.55 -0.11 0.34
H -2.45736 5.39802 2.64176 -1.17 0.09 0.16 0.30
O 0.25693 2.22383 -4.27024 0.67 0.65 -2.26 -0.58
H -0.13079 2.13686 -5.15646 -1.66 -1.56 0.47 0.27
H 0.79346 2.86946 -4.77041 1.18 0.73 1.89 0.28
O 3.08141 3.80911 -2.08926 -1.20 1.11 -2.91 -0.64
H 2.86000 4.77396 -2.18236 0.80 -1.79 1.38 0.31
H 3.40308 3.39136 -1.31462 0.32 0.56 1.61 0.34
O 0.25330 -0.09469 5.15355 0.79 -0.94 0.99 -0.54
H 0.64935 -0.37426 5.99786 -0.61 1.09 0.58 0.29
H 0.73632 -0.80114 4.71975 -0.03 -0.13 -1.57 0.27
O -2.67847 -2.75427 -1.89064 1.93 -2.73 3.10 -0.52
H -3.18853 -2.06394 -2.13693 -2.51 3.46 -1.29 0.21
H -2.50231 -3.22135 -2.67442 0.15 -0.64 -1.59 0.35
O 1.64416 -2.23477 -3.14567 0.86 0.37 -0.60 -0.63
H 2.57482 -2.02917 -3.45750 -1.67 -0.71 1.11 0.32
H 1.61655 -2.84438 -2.38998 0.68 0.38 -0.47 0.31
O -2.77787 1.37620 3.77220 1.56 0.66 -1.18 -0.63
H -1.86445 1.11399 3.97025 0.27 0.32 -0.73 0.32
H -3.15419 0.93981 4.49048 -1.82 -0.91 1.95 0.29
O 3.51148 1.27158 0.44290 -3.78 -1.00 -2.82 -0.66
H 4.39453 1.04022 0.48406 2.92 -0.65 0.34 0.27
H 3.14923 0.69785 -0.35341 0.62 1.78 2.14 0.32
O 1.22009 2.12878 2.16039 0.49 -2.27 0.65 -0.62
H 1.86137 2.02588 1.39592 -0.90 -0.44 1.64 0.36
H 1.20377 1.25036 2.72904 0.39 2.72 -2.16 0.30
O -1.71576 -1.39913 3.29979 -0.56 1.09 -1.81 -0.58
H -1.32805 -1.96718 3.90649 1.62 -1.71 1.71 0.29
H -2.58862 -1.33502 3.65604 -1.10 0.48 -0.01 0.28
O -2.25748 -2.77383 -4.47524 -2.02 3.58 -2.76 -0.65
H -2.41232 -2.15070 -5.32985 0.81 -2.56 3.09 0.31
H -1.63594 -3.43126 -4.68796 1.39 -1.12 -0.96 0.30
O 2.50370 -2.11941 3.39269 1.21 0.53 1.63 -0.61
H 1.83022 -2.21782 2.75354 -0.83 -0.58 -1.32 0.32
H 3.17197 -2.81535 3.34012 -0.56 0.11 -0.31 0.29
O -0.91060 -2.64953 0.14105 -0.17 -0.85 -2.23 -0.63
H -0.92919 -3.18486 -0.75646 -0.42 2.04 2.82 0.32
H -1.53567 -1.89067 -0.00701 0.91 -1.33 -0.01 0.29